1.
Below is a molecular structure, C45H56AsBrMgN5O7PS2, with properties calculated with ωB97M-V/def2-TZVPD.

```
119
C45H56AsBrMgN5O7PS2 ωB97M-V/def2-TZVPD
Mg 1.16 -0.54 -0.65
S -3.00 -1.46 -2.70
C -2.78 -2.85 -1.69
C -3.47 -4.05 -1.66
C -3.09 -5.01 -0.74
C -2.03 -4.77 0.15
C -1.34 -3.57 0.13
C -1.71 -2.61 -0.81
N -1.10 -1.38 -0.96
C -1.65 -0.67 -1.89
C -1.19 0.68 -2.23
C -2.01 1.52 -3.00
C -1.62 2.83 -3.24
C -0.40 3.26 -2.71
C 0.40 2.40 -1.98
C 0.04 1.07 -1.69
H -4.29 -4.24 -2.34
H -3.61 -5.96 -0.70
H -1.74 -5.53 0.86
H -0.52 -3.37 0.82
H -2.96 1.17 -3.39
H -2.24 3.49 -3.83
H -0.08 4.28 -2.90
H 1.36 2.77 -1.61
O 4.04 -1.82 0.53
S 4.23 -0.41 0.13
N 3.12 0.38 -0.44
Br 1.40 -8.30 -2.49
C 1.64 -6.57 -1.69
C 1.99 -6.50 -0.35
C 2.16 -5.24 0.21
C 1.98 -4.10 -0.55
C 1.60 -4.19 -1.88
C 1.44 -5.44 -2.46
C 1.33 -2.94 -2.73
O 0.98 -3.12 -3.90
O 1.49 -1.83 -2.16
H 2.13 -7.40 0.23
H 2.43 -5.14 1.26
H 2.15 -3.14 -0.09
H 1.14 -5.50 -3.50
O 1.33 1.19 2.73
C 2.04 0.38 3.54
C 2.72 0.98 4.60
C 3.45 0.21 5.49
C 3.50 -1.17 5.34
C 2.81 -1.76 4.30
C 2.07 -1.01 3.39
C 1.35 -1.72 2.27
O 1.14 -2.94 2.37
O 0.99 -0.99 1.28
H 0.96 0.64 2.00
H 2.67 2.06 4.69
H 3.98 0.70 6.30
H 4.08 -1.78 6.03
H 2.82 -2.83 4.15
C 4.26 2.97 -3.52
C 4.45 1.65 -4.27
As 2.93 0.41 -3.95
C 3.88 -1.26 -4.41
C 4.70 -1.82 -3.25
C 2.07 0.58 -5.72
C 1.41 1.94 -5.91
H 5.11 3.64 -3.64
H 4.12 2.78 -2.46
H 3.37 3.49 -3.87
H 5.35 1.14 -3.91
H 4.58 1.81 -5.35
H 4.52 -1.06 -5.28
H 3.11 -1.96 -4.70
H 5.47 -1.12 -2.91
H 5.19 -2.75 -3.53
H 4.06 -2.03 -2.39
H 1.32 -0.22 -5.76
H 2.81 0.39 -6.50
H 0.68 2.13 -5.12
H 0.88 2.01 -6.87
H 2.14 2.75 -5.88
O -1.13 1.19 1.09
P -2.06 1.83 2.03
N -3.54 2.10 1.32
C -4.46 3.21 1.53
C -5.70 2.79 0.76
C -5.11 2.02 -0.43
C -3.98 1.23 0.22
N -2.28 0.88 3.38
C -3.47 1.00 4.21
C -3.50 -0.32 5.00
C -2.86 -1.30 4.02
C -1.72 -0.48 3.43
N -1.68 3.35 2.60
C -0.78 3.48 3.77
C 0.33 4.44 3.32
C -0.38 5.30 2.28
C -1.23 4.28 1.53
H -4.06 4.14 1.11
H -4.65 3.39 2.59
H -6.33 3.63 0.47
H -6.30 2.11 1.37
H -4.70 2.72 -1.16
H -5.83 1.38 -0.94
H -3.15 1.04 -0.46
H -4.34 0.26 0.59
H -4.37 1.10 3.59
H -3.42 1.87 4.87
H -4.51 -0.59 5.30
H -2.89 -0.23 5.89
H -3.57 -1.59 3.24
H -2.50 -2.21 4.51
H -1.41 -0.81 2.43
H -0.84 -0.51 4.08
H -0.38 2.52 4.08
H -1.34 3.91 4.61
H 1.12 3.86 2.84
H 0.75 5.01 4.14
H 0.30 5.83 1.61
H -1.02 6.04 2.77
H -0.64 3.75 0.79
H -2.09 4.73 1.03
```

Properties
- total charge = -2
- frontier orbital gap (eV) = 6.7
- E_HOMO (eV) = -2.78
- molecular weight (g mol⁻¹) = 1053.2
- lowest unoccupied orbital energy (eV) = 3.893
- max |F| (eV Å⁻¹) = 0.60
- spin multiplicity = 1


2.
Below is 6 unconnected molecules or ions with the total composition C45H56Cl2F5N4O4S, with properties calculated with ωB97M-V/def2-TZVPD.

```
117
C45H56Cl2F5N4O4S ωB97M-V/def2-TZVPD
C 1.57 -0.05 4.65
C 0.98 0.87 3.59
Cl 2.05 2.30 3.39
C 0.67 0.20 2.24
Cl -0.92 -0.58 2.43
C 1.75 -0.81 1.75
O 1.27 -2.14 1.85
C 1.62 -3.00 0.79
C 3.08 -2.90 0.43
C 3.45 -3.86 -0.71
C 4.53 -4.88 -0.38
C 4.22 -5.83 0.79
C 2.84 -6.51 0.78
N 2.16 -6.32 2.08
C 0.88 -6.95 2.12
N -0.21 -6.35 1.92
N 0.91 -8.34 2.44
N 3.36 -1.46 0.04
C 2.23 -0.49 0.33
C 2.77 0.94 0.16
C 1.82 1.81 -0.68
C 1.87 3.29 -0.31
S 0.32 4.16 -0.49
O 0.61 5.42 -1.08
O -0.41 4.07 0.74
O -0.46 3.29 -1.57
H 2.59 -0.34 4.40
H 1.64 0.49 5.59
H 0.95 -0.94 4.78
H 0.04 1.26 3.97
H 0.51 0.94 1.47
H 2.63 -0.75 2.41
H 0.99 -2.83 -0.09
H 1.44 -4.03 1.11
H 3.65 -3.14 1.33
H 3.81 -3.26 -1.55
H 2.55 -4.35 -1.08
H 4.79 -5.43 -1.28
H 5.43 -4.32 -0.10
H 4.36 -5.32 1.75
H 4.98 -6.62 0.77
H 2.97 -7.57 0.56
H 2.18 -6.12 0.00
H 2.73 -6.84 2.76
H -0.05 -5.35 1.81
H 0.08 -8.53 2.99
H 0.79 -8.89 1.59
H 3.62 -1.40 -0.95
H 4.16 -1.12 0.59
H 1.44 -0.67 -0.40
H 3.75 0.89 -0.33
H 2.93 1.37 1.14
H 0.80 1.43 -0.61
H 2.10 1.71 -1.73
H 2.16 3.44 0.73
H 2.57 3.84 -0.94
H -1.25 2.90 -1.14
F -3.19 2.62 -0.90
C -4.08 3.64 -1.07
C -3.75 4.65 -1.94
C -4.63 5.71 -2.12
C -5.83 5.73 -1.41
C -6.14 4.69 -0.54
C -5.26 3.63 -0.36
H -2.80 4.60 -2.47
H -4.38 6.51 -2.79
H -6.52 6.55 -1.55
H -7.08 4.71 0.01
H -5.49 2.81 0.31
F -7.76 2.96 1.74
C -7.33 3.39 2.95
C -5.99 3.69 3.11
C -5.56 4.14 4.35
C -6.46 4.29 5.39
C -7.80 3.98 5.20
C -8.25 3.53 3.97
H -5.30 3.56 2.28
H -4.51 4.38 4.49
H -6.11 4.64 6.36
H -8.50 4.10 6.02
H -9.29 3.30 3.79
F 6.51 -4.53 -2.66
C 7.81 -4.94 -2.66
C 8.09 -6.25 -2.96
C 9.42 -6.66 -2.95
C 10.43 -5.76 -2.64
C 10.11 -4.44 -2.34
C 8.79 -4.01 -2.35
H 7.29 -6.94 -3.19
H 9.66 -7.69 -3.18
H 11.46 -6.08 -2.63
H 10.90 -3.73 -2.10
H 8.52 -2.99 -2.13
F 2.36 -1.89 -2.79
C 2.60 -2.14 -4.12
C 1.58 -1.91 -5.02
C 1.82 -2.17 -6.36
C 3.06 -2.64 -6.77
C 4.07 -2.86 -5.84
C 3.84 -2.61 -4.49
H 0.62 -1.55 -4.67
H 1.04 -1.99 -7.08
H 3.24 -2.84 -7.81
H 5.03 -3.24 -6.15
H 4.61 -2.77 -3.75
F -7.78 9.84 0.15
C -8.69 8.85 0.28
C -8.28 7.62 0.74
C -9.23 6.61 0.88
C -10.55 6.85 0.55
C -10.94 8.10 0.09
C -10.01 9.12 -0.05
H -7.24 7.46 0.99
H -8.92 5.64 1.25
H -11.29 6.06 0.66
H -11.97 8.28 -0.17
H -10.29 10.10 -0.40
```

Properties
- total charge = +1
- frontier orbital gap (eV) = 7.6
- E_HOMO (eV) = -10.29
- molecular weight (g mol⁻¹) = 914.9
- lowest unoccupied orbital energy (eV) = -2.682
- max |F| (eV Å⁻¹) = 0.67
- spin multiplicity = 1